No. 1
The following is a quantum chemistry calculation of C16H14BF5N6OSn as an isolated structure at a distorted geometry, from the Open Molecules 2025 dataset.

Values from the calculation:
- net charge = +2
- maximum force (eV Å⁻¹) = 2.96
- 2S+1 = 1
- M (g/mol) = 530.84
- HOMO-LUMO gap (alpha / beta) (eV) = 5.911 / 5.003
- energy above the lowest of the compared OMol25 structures with the same formula, charge and spin (kJ/mol) = 0.00

Geometry (Å):
H (-0.071, -3.322, 0.121)
N (-0.086, -1.720, -1.228)
B (-0.152, -0.116, -3.190)
N (-0.163, -1.558, -2.583)
C (-0.225, -2.780, -3.131)
Sn (0.233, -0.225, 0.115)
H (-0.268, -2.898, -4.190)
C (-0.234, -3.723, -2.102)
H (-0.304, -4.778, -2.177)
C (-0.138, -3.023, -0.911)
H (-0.307, -0.127, -4.376)
C (1.088, 2.116, 1.628)
H (1.048, 2.586, 2.631)
H (0.074, 2.006, 1.211)
H (1.675, 2.821, 1.019)
N (1.231, 0.520, -2.842)
N (-1.257, 0.703, -2.437)
N (1.636, 0.674, -1.539)
N (-1.314, 0.772, -1.071)
C (2.173, 1.034, -3.650)
C (-2.262, 1.434, -2.965)
H (2.045, 1.012, -4.732)
H (-2.362, 1.503, -4.045)
C (3.221, 1.515, -2.881)
C (-3.017, 1.935, -1.909)
C (2.845, 1.285, -1.538)
C (-2.399, 1.502, -0.741)
H (4.146, 1.963, -3.217)
H (-3.920, 2.527, -1.980)
H (3.371, 1.541, -0.626)
H (-2.630, 1.674, 0.294)
H (1.657, 1.168, 1.762)
F (0.564, -0.544, 6.831)
C (0.041, -0.623, 5.589)
C (0.397, -1.674, 4.742)
F (1.248, -2.624, 5.184)
C (-0.045, -1.688, 3.427)
F (0.420, -2.639, 2.563)
C (-0.895, -0.683, 2.922)
O (-1.188, -0.596, 1.615)
C (-1.397, 0.259, 3.847)
F (-2.264, 1.206, 3.412)
C (-0.917, 0.299, 5.154)
F (-1.297, 1.288, 5.995)

***

No. 2
The following is a quantum chemistry calculation of a 4-piece molecular cluster, C25H31B2N4O12 overall at a distorted geometry, from the Open Molecules 2025 dataset.

Values from the calculation:
- net charge = -1
- maximum force (eV Å⁻¹) = 8.87
- 2S+1 = 1
- M (g/mol) = 601.16
- HOMO-LUMO gap (eV) = 4.662
- energy above the lowest of the compared OMol25 structures with the same formula, charge and spin (kJ/mol) = 553.11

Geometry (Å):
C (-1.617, -1.405, 4.642)
C (-2.146, -1.117, 3.088)
O (-1.205, -1.574, 2.053)
B (-0.759, -0.412, 1.208)
O (-1.734, 0.447, 0.509)
C (0.902, -0.168, 1.191)
C (1.257, 0.439, 2.672)
C (2.706, -0.004, 3.289)
N (2.850, 0.771, 4.617)
N (2.783, -1.483, 3.704)
N (3.910, 0.437, 2.452)
N (1.502, -1.521, 0.886)
C (2.642, -1.466, -0.101)
B (3.422, -2.946, 0.023)
O (2.666, -4.121, -0.525)
O (4.752, -3.118, 0.670)
C (1.143, 0.962, -0.006)
O (0.693, 0.802, -1.282)
O (1.830, 2.274, 0.236)
H (-2.431, -1.990, 5.290)
H (-1.482, -0.327, 5.135)
H (-0.562, -1.911, 4.680)
H (-3.125, -1.787, 2.961)
H (-2.449, 0.033, 2.985)
H (-2.269, -0.148, -0.117)
H (1.219, 1.628, 2.691)
H (0.437, 0.101, 3.470)
H (3.555, 0.180, 5.153)
H (1.943, 0.582, 5.136)
H (1.867, -1.956, 3.514)
H (3.442, -1.920, 2.991)
H (3.554, 1.259, 1.912)
H (4.600, 0.863, 3.138)
H (0.734, -2.050, 0.373)
H (2.274, -1.368, -1.208)
H (3.434, -0.627, 0.088)
H (1.816, -4.241, 0.024)
H (4.706, -4.043, 1.097)
C (0.002, 6.091, -4.153)
C (-0.516, 5.275, -5.076)
C (-0.343, 3.812, -4.988)
O (-0.815, 3.064, -5.834)
C (0.422, 3.285, -3.840)
C (0.939, 4.101, -2.917)
C (0.766, 5.565, -3.005)
O (1.238, 6.312, -2.159)
H (-0.115, 7.167, -4.202)
H (-1.079, 5.646, -5.924)
H (0.538, 2.210, -3.790)
H (1.503, 3.731, -2.069)
C (-3.664, 3.958, 1.922)
C (-4.430, 5.012, 1.625)
C (-4.874, 5.272, 0.242)
O (-5.574, 6.238, -0.031)
C (-4.440, 4.321, -0.801)
C (-3.674, 3.267, -0.505)
C (-3.230, 3.007, 0.879)
O (-2.530, 2.041, 1.152)
H (-3.329, 3.754, 2.931)
H (-4.757, 5.719, 2.379)
H (-4.775, 4.525, -1.811)
H (-3.347, 2.560, -1.258)
C (-1.157, -6.741, -3.893)
C (-1.399, -5.750, -3.029)
C (-0.324, -5.188, -2.189)
O (-0.545, -4.282, -1.396)
C (1.028, -5.761, -2.341)
C (1.270, -6.751, -3.205)
C (0.195, -7.314, -4.045)
O (0.415, -8.219, -4.838)
H (-1.935, -7.165, -4.517)
H (-2.385, -5.319, -2.906)
H (1.805, -5.336, -1.717)
H (2.256, -7.183, -3.328)

***

Which of these has the highest energy above the lowest of the compared OMol25 structures with the same formula, charge and spin? C25H31B2N4O12

***

Please write out number 1 again, unchanged.
The following is a quantum chemistry calculation of C16H14BF5N6OSn as an isolated structure at a distorted geometry, from the Open Molecules 2025 dataset.

Values from the calculation:
- net charge = +2
- maximum force (eV Å⁻¹) = 2.96
- 2S+1 = 1
- M (g/mol) = 530.84
- HOMO-LUMO gap (alpha / beta) (eV) = 5.911 / 5.003
- energy above the lowest of the compared OMol25 structures with the same formula, charge and spin (kJ/mol) = 0.00

Geometry (Å):
H (-0.071, -3.322, 0.121)
N (-0.086, -1.720, -1.228)
B (-0.152, -0.116, -3.190)
N (-0.163, -1.558, -2.583)
C (-0.225, -2.780, -3.131)
Sn (0.233, -0.225, 0.115)
H (-0.268, -2.898, -4.190)
C (-0.234, -3.723, -2.102)
H (-0.304, -4.778, -2.177)
C (-0.138, -3.023, -0.911)
H (-0.307, -0.127, -4.376)
C (1.088, 2.116, 1.628)
H (1.048, 2.586, 2.631)
H (0.074, 2.006, 1.211)
H (1.675, 2.821, 1.019)
N (1.231, 0.520, -2.842)
N (-1.257, 0.703, -2.437)
N (1.636, 0.674, -1.539)
N (-1.314, 0.772, -1.071)
C (2.173, 1.034, -3.650)
C (-2.262, 1.434, -2.965)
H (2.045, 1.012, -4.732)
H (-2.362, 1.503, -4.045)
C (3.221, 1.515, -2.881)
C (-3.017, 1.935, -1.909)
C (2.845, 1.285, -1.538)
C (-2.399, 1.502, -0.741)
H (4.146, 1.963, -3.217)
H (-3.920, 2.527, -1.980)
H (3.371, 1.541, -0.626)
H (-2.630, 1.674, 0.294)
H (1.657, 1.168, 1.762)
F (0.564, -0.544, 6.831)
C (0.041, -0.623, 5.589)
C (0.397, -1.674, 4.742)
F (1.248, -2.624, 5.184)
C (-0.045, -1.688, 3.427)
F (0.420, -2.639, 2.563)
C (-0.895, -0.683, 2.922)
O (-1.188, -0.596, 1.615)
C (-1.397, 0.259, 3.847)
F (-2.264, 1.206, 3.412)
C (-0.917, 0.299, 5.154)
F (-1.297, 1.288, 5.995)